(1)
2 unconnected molecules or ions with the total composition C2H6INO2S, computed with wB97M-V/def2-TZVPD.

The gap between HOMO and LUMO (alpha / beta) is 7.5 / 7.6 eV. The value obtained for the LUMO energy (alpha / beta) is -1.6 / -1.2 eV. The value obtained for the energy above the lowest of the compared OMol25 structures with the same formula, charge and spin is 263.1 kJ/mol. The HOMO energy (alpha / beta) is -9.1 / -8.8 eV.

Structure (XYZ):
```
13
C2H6INO2S (wB97M-V/def2-TZVPD)
C 1.33 2.12 0.89
C 2.32 -2.08 -0.44
N 0.92 0.92 1.59
O -0.27 -1.63 -0.12
O 0.84 -0.05 -1.61
S 0.89 -0.83 -0.38
I -0.98 0.87 2.13
H 1.97 2.78 1.54
H 2.02 2.06 0.05
H 0.63 2.93 0.54
H 1.91 -2.96 -0.16
H 2.62 -2.01 -1.44
H 3.07 -1.68 0.22
```

---

(2)
A molecular structure, C2H2Br6, computed with wB97M-V/def2-TZVPD.

The spin multiplicity is 2. The gap between HOMO and LUMO (alpha / beta) is 3.1 / 7.4 eV. The value obtained for the LUMO energy (alpha / beta) is 1.9 / 1.9 eV. Its net charge is -1. The value obtained for the energy above the lowest of the compared OMol25 structures with the same formula, charge and spin is 0.0 kJ/mol. The HOMO energy (alpha / beta) is -1.3 / -5.5 eV.

Structure (XYZ):
```
10
C2H2Br6 (wB97M-V/def2-TZVPD)
C -2.38 -1.66 -0.09
Br -0.44 -1.34 -0.65
Br -3.09 0.17 0.42
Br -2.59 -2.87 1.49
H -2.91 -2.10 -0.95
C 2.27 1.45 -0.04
Br 2.14 1.98 -1.92
Br 0.97 2.55 1.02
Br 4.14 1.38 0.72
H 1.89 0.43 0.00
```

---

(3)
A molecular structure, C17H35MnN3O3SSi2, computed with wB97M-V/def2-TZVPD.

The spin multiplicity is 5. The gap between HOMO and LUMO (alpha / beta) is 8.4 / 7.6 eV. The value obtained for the LUMO energy (alpha / beta) is -2.5 / -2.5 eV. Its net charge is +1. The value obtained for the energy above the lowest of the compared OMol25 structures with the same formula, charge and spin is 3.6 kJ/mol. The HOMO energy (alpha / beta) is -10.8 / -10.1 eV.

Structure (XYZ):
```
62
C17H35MnN3O3SSi2 (wB97M-V/def2-TZVPD)
Mn 0.67 -0.46 -0.06
C -0.85 1.26 2.78
Si 0.03 -0.32 2.30
C 1.60 -0.40 3.30
C -1.07 -1.75 2.76
C -1.37 -2.07 4.09
C -2.24 -3.11 4.38
C -2.83 -3.84 3.35
C -2.53 -3.54 2.04
C -1.64 -2.50 1.72
Si -1.21 -2.05 -0.03
C -0.40 -3.51 -0.89
C -2.80 -1.73 -0.95
H -0.98 1.26 3.86
H -1.85 1.32 2.34
H -0.29 2.16 2.51
H 1.36 -0.48 4.37
H 2.22 0.50 3.16
H 2.20 -1.27 3.03
H -0.93 -1.51 4.91
H -2.47 -3.35 5.41
H -3.51 -4.65 3.58
H -2.99 -4.12 1.24
H -0.73 -4.43 -0.40
H 0.69 -3.50 -0.85
H -0.70 -3.57 -1.94
H -3.34 -2.68 -0.98
H -2.66 -1.42 -1.99
H -3.44 -1.00 -0.45
N 1.80 2.53 -1.23
C 1.00 3.19 -2.34
C 0.78 2.20 -3.46
C -0.23 1.09 -3.18
N 0.36 0.03 -2.34
C -1.52 1.64 -2.56
C -1.30 2.61 -1.39
N -0.78 1.90 -0.20
C -0.32 3.72 -1.78
H 2.49 1.84 -1.58
H 1.11 2.04 -0.61
H 2.30 3.22 -0.66
H 1.62 4.01 -2.70
H 1.73 1.78 -3.79
H 0.39 2.77 -4.30
H -0.48 0.66 -4.15
H 1.33 -0.11 -2.62
H -0.10 -0.85 -2.56
H -2.17 0.82 -2.25
H -2.06 2.19 -3.34
H -2.27 3.06 -1.17
H -1.33 1.06 0.00
H -0.88 2.49 0.63
H -0.14 4.39 -0.93
H -0.78 4.34 -2.56
C 4.79 -0.34 0.14
S 3.19 -0.13 -0.52
O 3.32 0.53 -1.81
O 2.52 -1.45 -0.59
O 2.40 0.72 0.43
H 5.34 -0.97 -0.55
H 4.70 -0.81 1.12
H 5.24 0.64 0.22
```

---

(4)
C4H4N2 in the gas phase, computed with wB97M-V/def2-TZVPD.

The gap between HOMO and LUMO (alpha / beta) is 8.4 / 8.4 eV. The value obtained for the LUMO energy (alpha / beta) is -0.4 / -0.4 eV. The value obtained for the energy above the lowest of the compared OMol25 structures with the same formula, charge and spin is 534.0 kJ/mol. The HOMO energy (alpha / beta) is -8.8 / -8.8 eV.

Structure (XYZ):
```
10
C4H4N2 (wB97M-V/def2-TZVPD)
C 1.03 0.60 -0.30
C 1.25 -0.82 -0.14
N 0.06 -1.37 -0.01
C -1.00 -0.55 0.01
C -0.74 0.86 0.01
N 0.18 1.15 -1.10
H 0.46 0.81 0.84
H 2.16 -1.33 0.17
H -1.98 -0.98 0.19
H -1.42 1.63 0.34
```

---

(5)
C3H4ClF in the gas phase, computed with wB97M-V/def2-TZVPD.

The gap between HOMO and LUMO is 11.6 eV. The value obtained for the LUMO energy is 1.0 eV. As for the SMILES: F[C@@H]1C[C@H]1Cl. The value obtained for the energy above the lowest of the compared OMol25 structures with the same formula, charge and spin is 169.5 kJ/mol. The HOMO energy is -10.5 eV.

Structure (XYZ):
```
9
C3H4ClF (wB97M-V/def2-TZVPD)
C 1.03 -0.15 -0.33
C 0.69 1.28 -0.08
C -0.14 0.17 0.58
H 0.27 -0.48 -1.19
H 0.54 1.99 -0.97
H 1.32 1.73 0.54
H -0.19 0.05 1.64
F 2.21 -0.76 0.04
Cl -1.84 -0.25 -0.08
```

---

(6)
C4H7NOS in the gas phase, computed with wB97M-V/def2-TZVPD.

The gap between HOMO and LUMO is 9.4 eV. The value obtained for the LUMO energy is 0.7 eV. As for the SMILES: O/N=C1/CCCS1. The value obtained for the energy above the lowest of the compared OMol25 structures with the same formula, charge and spin is 185.9 kJ/mol. The HOMO energy is -8.7 eV.

Structure (XYZ):
```
14
C4H7NOS (wB97M-V/def2-TZVPD)
C 1.00 0.13 0.04
C -0.07 1.14 0.12
C -1.30 0.41 -0.37
C -1.24 -0.97 0.20
H 2.80 -1.30 0.05
H 0.13 2.06 -0.40
H -0.19 1.35 1.20
H -1.28 0.35 -1.49
H -2.26 0.87 -0.08
H -1.97 -1.60 -0.33
H -1.44 -1.01 1.28
N 2.22 0.49 -0.02
O 3.21 -0.44 -0.10
S 0.40 -1.49 -0.09
```